DFT (the ωB97M-V functional and the def2-TZVPD basis) results for 2 unconnected molecules or ions with the total composition C5H14.

Each line ends with the natural charge from an NBO analysis.
Element x y z (Å)
C: -0.533 -0.401 1.957  -0.99
C: -0.075 -0.775 3.350  -0.81
H: 0.042 -0.863 1.142  0.19
H: -1.577 -0.656 1.745  0.18
H: -0.541 0.672 1.701  0.19
H: -0.955 -0.725 3.990  0.19
H: 0.711 -0.146 3.780  0.19
H: 0.447 -1.739 3.395  0.19
C: 0.768 0.016 -1.814  -0.51
C: -0.652 -0.518 -1.989  -0.70
C: 0.713 1.577 -1.802  -0.70
H: 1.415 -0.376 -1.032  0.21
H: 1.255 -0.233 -2.756  0.18
H: -0.922 -1.214 -2.790  0.19
H: 1.543 2.034 -1.271  0.20
H: 0.907 1.952 -2.820  0.18
H: -1.227 0.357 -2.277  0.19
H: -1.060 -0.875 -1.037  0.21
H: -0.259 1.912 -1.468  0.20

The net charge is -1. As for the expectation value of S²: 0.7503. For the total energy, the calculation gives -5409.7779 eV. Its LUMO energy (spin up / spin down) is 4.221 / 4.208 eV. The multiplicity is 2. The value obtained for the energy above the lowest of the compared OMol25 structures with the same formula, charge and spin is 0.731 eV. The calculation puts the orbital gap (spin up / spin down) at 2.66 / 11.79 eV.

***

DFT (the ωB97M-V functional and the def2-TZVPD basis) results for 2 unconnected molecules or ions with the total composition C5H14.

Each line ends with the natural charge from an NBO analysis.
Element x y z (Å)
C: 0.160 3.103 -0.389  -0.61
C: -0.168 2.145 -1.552  -0.41
C: -0.359 0.686 -1.135  -0.62
H: -0.722 3.648 -0.055  0.20
H: 0.876 3.874 -0.675  0.21
H: 0.594 2.602 0.470  0.20
H: -1.051 2.531 -2.067  0.20
H: 0.623 2.231 -2.287  0.20
H: -1.331 0.225 -1.282  0.21
H: 0.377 0.056 -1.654  0.21
H: -0.080 0.532 -0.090  0.20
C: -0.420 -2.900 1.842  -0.60
C: 0.624 -2.519 0.778  -0.60
H: -1.186 -3.561 1.462  0.20
H: 0.100 -3.444 2.625  0.20
H: -0.787 -2.004 2.338  0.20
H: 1.174 -3.384 0.429  0.20
H: 0.215 -1.936 -0.046  0.20
H: 1.359 -1.886 1.290  0.20

The net charge is 0. For the total energy, the calculation gives -5411.6805 eV. Its LUMO energy is 1.096 eV. The value obtained for the energy above the lowest of the compared OMol25 structures with the same formula, charge and spin is 0.369 eV. The calculation puts the orbital gap at 12.36 eV.